(1)
This record from the Open Molecules 2025 dataset describes one molecule with the formula C3H3NO3 in a non-equilibrium geometry. The level of theory is ωB97M-V/def2-TZVPD.

**E_tot**: -396.36075 Ha
**Strongest force on any atom**: 4.60 eV Å⁻¹
**Multiplicity**: 1
**HOMO-LUMO gap (alpha / beta)**: 0.335 / 0.264 Eh
**HOMO (alpha / beta)**: -8.89 / -7.26 eV
**ΔE to the lowest compared entry with this formula, charge and spin**: 165.5 kcal/mol

Positions of all 10 atoms, in Å:
C: -0.27 1.01 -1.51
C: 0.03 -1.00 -0.15
C: 0.24 -0.10 1.06
N: 0.52 1.26 1.01
O: -0.42 1.96 -2.16
O: -0.44 -0.21 -1.34
O: -0.78 0.76 1.41
H: 1.08 -1.36 -0.36
H: -0.73 -1.76 0.29
H: 0.78 -0.56 1.77

Atom-resolved charges from natural (NBO), all expressed in e: 0.878, -0.096, 0.092, -0.174, -0.462, -0.480, -0.393, 0.222, 0.246, 0.167

---

(2)
This record from the Open Molecules 2025 dataset describes a 2-piece molecular cluster, C3H6N2OS overall in a non-equilibrium geometry. The level of theory is ωB97M-V/def2-TZVPD.

**E_tot**: -700.70757 Ha
**Strongest force on any atom**: 4.91 eV Å⁻¹
**Multiplicity**: 3
**HOMO-LUMO gap (alpha / beta)**: 0.271 / 0.303 Eh
**<S²>**: 2.01
**HOMO (alpha / beta)**: -6.54 / -9.62 eV
**ΔE to the lowest compared entry with this formula, charge and spin**: 0.0 kcal/mol

Positions of all 13 atoms, in Å:
C: 2.30 0.16 0.17
C: -0.53 -2.05 0.04
C: -1.47 1.74 0.09
N: 2.77 -0.42 -0.76
N: -1.21 0.38 -0.27
O: 1.97 0.88 1.00
S: -1.06 -0.71 0.83
H: -0.46 -2.96 0.60
H: -0.37 -2.04 -1.02
H: -2.14 2.16 -0.66
H: -1.92 1.87 1.08
H: -0.54 2.31 0.06
H: 2.67 -1.33 -1.16

Atom-resolved charges from natural (NBO), all expressed in e: 0.862, -0.614, -0.464, -0.776, -0.565, -0.516, 0.590, 0.211, 0.215, 0.216, 0.186, 0.229, 0.426

---

(3)
This record from the Open Molecules 2025 dataset describes a 4-piece molecular cluster, C25H51BN3O10PS overall in a non-equilibrium geometry. The level of theory is ωB97M-V/def2-TZVPD.

**E_tot**: -2663.74645 Ha
**SMILES string**: CCOB(O)P(O)(CCCCCCCSc1nnco1)(CCCOC)CON=O.CC(C)=O.CC(C)=O.CC(C)=O
**Strongest force on any atom**: 8.55 eV Å⁻¹
**Multiplicity**: 1
**HOMO-LUMO gap**: 0.330 Eh
**HOMO**: -9.09 eV

Positions of all 92 atoms, in Å:
C: -3.52 -0.49 1.68
C: -3.19 -2.09 1.48
O: -1.78 -2.41 1.24
B: -1.29 -1.90 -0.05
O: -2.28 -1.82 -1.18
P: 0.50 -1.27 -0.41
O: 0.37 -2.12 -1.97
C: 2.11 -2.25 -0.12
C: 2.14 -3.19 1.22
C: 3.42 -2.70 2.12
C: 3.37 -3.16 3.70
C: 2.38 -2.24 4.63
C: 3.17 -0.79 4.87
C: 2.30 0.21 5.89
S: 3.30 1.78 6.34
C: 4.63 1.82 4.97
N: 4.55 2.50 3.62
N: 5.80 2.14 3.06
C: 6.61 1.26 4.02
O: 5.86 1.06 5.27
C: 0.65 0.45 -1.24
C: 1.88 1.38 -0.67
C: 2.39 2.54 -1.75
O: 1.50 3.71 -1.80
C: 1.71 4.63 -0.67
C: 0.65 -0.51 1.37
O: -0.31 0.63 1.57
N: -0.32 0.82 2.90
O: 0.14 1.93 3.13
H: -4.70 -0.42 1.87
H: -3.31 0.18 0.74
H: -3.02 -0.12 2.67
H: -3.94 -2.56 0.69
H: -3.48 -2.61 2.51
H: -2.66 -0.88 -1.10
H: -0.13 -1.55 -2.63
H: 2.30 -2.96 -1.07
H: 3.03 -1.49 -0.14
H: 2.40 -4.30 0.85
H: 1.13 -3.28 1.79
H: 4.40 -3.15 1.64
H: 3.50 -1.53 1.99
H: 4.50 -3.17 4.08
H: 2.99 -4.28 3.81
H: 1.36 -1.96 4.11
H: 2.23 -2.74 5.68
H: 3.27 -0.32 3.79
H: 4.22 -1.00 5.37
H: 2.14 -0.36 6.90
H: 1.29 0.56 5.38
H: 7.68 0.79 3.90
H: -0.37 1.02 -1.01
H: 0.75 0.43 -2.41
H: 2.80 0.75 -0.28
H: 1.50 2.00 0.28
H: 2.58 2.05 -2.81
H: 3.46 2.88 -1.35
H: 1.39 5.71 -1.05
H: 2.80 4.62 -0.23
H: 0.96 4.39 0.23
H: 0.36 -1.29 2.22
H: 1.77 -0.19 1.63
C: -6.15 1.20 -3.18
C: -5.81 0.42 -1.95
O: -5.64 0.97 -0.86
C: -5.69 -1.08 -2.09
H: -6.21 2.27 -2.93
H: -5.38 1.06 -3.94
H: -7.12 0.88 -3.57
H: -4.89 -1.32 -2.80
H: -6.64 -1.50 -2.42
H: -5.44 -1.51 -1.11
C: -9.77 -2.87 -3.49
C: -8.94 -2.67 -4.74
O: -7.83 -2.13 -4.69
C: -9.52 -3.15 -6.04
H: -9.23 -2.48 -2.63
H: -10.72 -2.33 -3.59
H: -9.95 -3.94 -3.34
H: -10.45 -2.63 -6.25
H: -9.69 -4.23 -5.99
H: -8.81 -2.94 -6.85
C: 5.35 5.04 -2.69
C: 6.10 3.75 -2.91
O: 5.51 2.67 -2.98
C: 7.60 3.83 -3.05
H: 4.28 4.83 -2.61
H: 5.69 5.50 -1.76
H: 5.51 5.71 -3.53
H: 8.03 4.24 -2.14
H: 7.86 4.45 -3.91
H: 8.00 2.82 -3.21

Atom-resolved charges from Löwdin, all expressed in e: -0.093, -0.231, -0.060, -0.450, -0.012, 0.835, -0.355, -0.250, -0.224, -0.221, -0.214, -0.196, -0.251, -0.449, 0.812, -0.488, 0.013, -0.049, -0.043, -0.114, -0.227, -0.182, -0.213, -0.254, -0.133, -0.285, -0.206, -0.057, 0.033, 0.101, 0.078, 0.083, 0.129, 0.139, 0.106, 0.055, 0.111, 0.103, 0.124, 0.109, 0.123, 0.090, 0.118, 0.118, 0.106, 0.115, 0.103, 0.117, 0.090, 0.075, 0.138, 0.122, 0.103, 0.109, 0.113, 0.138, 0.110, 0.109, 0.099, 0.101, 0.098, 0.105, -0.022, -0.486, 0.037, -0.017, 0.084, 0.088, 0.083, 0.092, 0.064, 0.071, -0.024, -0.488, 0.043, -0.027, 0.079, 0.088, 0.088, 0.087, 0.087, 0.086, -0.020, -0.486, 0.043, -0.028, 0.070, 0.090, 0.088, 0.086, 0.085, 0.084

---

(4)
This record from the Open Molecules 2025 dataset describes a 6-piece molecular cluster, C38H31FN2O12 overall in a non-equilibrium geometry. The level of theory is ωB97M-V/def2-TZVPD.

**E_tot**: -2578.69795 Ha
**SMILES string**: CC[C@H](F)[C@H]1C(=O)NC[C@@H]1OC#N.O=C1C=CC(=O)C=C1.O=C1C=CC(=O)C=C1.O=C1C=CC(=O)C=C1.O=C1C=CC(=O)C=C1.O=C1C=CC(=O)C=C1
**Strongest force on any atom**: 2.99 eV Å⁻¹
**Multiplicity**: 1
**HOMO-LUMO gap**: 0.295 Eh
**HOMO**: -9.96 eV
**ΔE to the lowest compared entry with this formula, charge and spin**: 0.0 kcal/mol

Positions of all 84 atoms, in Å:
C: -4.17 3.95 2.26
C: -2.75 4.14 2.82
C: -1.97 2.87 2.79
F: -1.82 2.43 1.50
C: -2.57 1.78 3.66
C: -3.36 0.63 3.05
O: -3.86 0.55 1.95
N: -3.37 -0.35 4.03
C: -2.69 0.09 5.23
C: -1.66 1.01 4.56
O: -0.78 1.73 5.43
C: -1.40 2.60 6.15
N: -1.96 3.39 6.81
H: -4.84 3.64 3.05
H: -4.18 3.20 1.49
H: -4.51 4.89 1.87
H: -2.25 4.89 2.23
H: -2.81 4.47 3.84
H: -0.97 3.07 3.18
H: -3.30 2.23 4.33
H: -4.22 -0.87 4.14
H: -3.35 0.67 5.85
H: -2.26 -0.69 5.83
H: -1.05 0.31 4.02
C: 3.55 -1.45 5.65
C: 2.44 -1.52 6.39
C: 1.11 -1.69 5.76
O: 0.10 -1.73 6.44
C: 1.05 -1.79 4.28
C: 2.16 -1.71 3.55
C: 3.49 -1.54 4.17
O: 4.49 -1.47 3.50
H: 4.53 -1.33 6.09
H: 2.46 -1.46 7.47
H: 0.07 -1.91 3.84
H: 2.14 -1.77 2.46
C: 1.63 -0.29 -2.15
C: 1.84 0.79 -2.89
C: 1.07 2.03 -2.69
O: 1.25 3.01 -3.39
C: 0.05 2.04 -1.61
C: -0.17 0.96 -0.86
C: 0.61 -0.29 -1.07
O: 0.43 -1.27 -0.38
H: 2.18 -1.22 -2.28
H: 2.58 0.80 -3.69
H: -0.51 2.95 -1.49
H: -0.91 0.94 -0.07
C: -4.56 2.39 -3.15
C: -5.07 1.80 -4.23
C: -4.27 1.63 -5.47
O: -4.74 1.09 -6.45
C: -2.88 2.14 -5.47
C: -2.37 2.74 -4.39
C: -3.17 2.91 -3.15
O: -2.69 3.43 -2.17
H: -5.12 2.52 -2.24
H: -6.08 1.41 -4.25
H: -2.31 2.00 -6.38
H: -1.35 3.12 -4.36
C: 4.72 -2.95 0.57
C: 4.86 -3.83 1.55
C: 4.24 -5.18 1.46
O: 4.35 -5.99 2.36
C: 3.47 -5.51 0.23
C: 3.34 -4.62 -0.75
C: 3.95 -3.27 -0.66
O: 3.82 -2.46 -1.55
H: 5.16 -1.96 0.61
H: 5.40 -3.62 2.46
H: 3.03 -6.49 0.19
H: 2.78 -4.83 -1.65
C: 1.54 -0.36 -7.40
C: 2.53 -1.06 -7.93
C: 3.07 -2.27 -7.26
O: 3.98 -2.91 -7.74
C: 2.46 -2.67 -5.97
C: 1.46 -1.97 -5.44
C: 0.92 -0.76 -6.11
O: 0.01 -0.12 -5.62
H: 1.13 0.52 -7.88
H: 3.00 -0.79 -8.87
H: 2.86 -3.55 -5.49
H: 0.99 -2.24 -4.50

Atom-resolved charges from Löwdin, all expressed in e: -0.067, -0.167, -0.309, 0.021, -0.127, -0.409, 0.103, 0.094, -0.104, -0.248, 0.074, -0.343, 0.182, 0.072, 0.065, 0.069, 0.114, 0.110, 0.150, 0.157, 0.151, 0.130, 0.116, 0.154, 0.027, 0.026, -0.380, 0.101, 0.020, 0.036, -0.373, 0.098, 0.124, 0.124, 0.122, 0.120, 0.014, 0.019, -0.382, 0.098, 0.023, 0.033, -0.371, 0.087, 0.085, 0.124, 0.105, 0.107, 0.024, 0.021, -0.385, 0.105, 0.025, 0.029, -0.375, 0.092, 0.122, 0.121, 0.120, 0.115, 0.023, 0.014, -0.383, 0.110, 0.024, 0.025, -0.370, 0.081, 0.125, 0.114, 0.123, 0.121, 0.024, 0.023, -0.386, 0.110, 0.027, 0.016, -0.389, 0.098, 0.122, 0.123, 0.122, 0.118

---

(5)
This record from the Open Molecules 2025 dataset describes one molecule with the formula C21H24FNO4. The level of theory is ωB97M-V/def2-TZVPD.

**E_tot**: -1270.16650 Ha
**SMILES string**: COc1ccc(CNC(=O)/C=C/c2ccc(OCCCF)cc2)cc1OC
**Strongest force on any atom**: 0.83 eV Å⁻¹
**Multiplicity**: 1
**HOMO-LUMO gap**: 0.312 Eh
**HOMO**: -8.04 eV
**ΔE to the lowest compared entry with this formula, charge and spin**: 35.2 kcal/mol

Positions of all 51 atoms, in Å:
C: -7.97 1.54 -1.19
O: -6.75 1.76 -0.54
C: -5.94 0.68 -0.27
C: -6.25 -0.61 -0.65
C: -5.40 -1.68 -0.39
C: -4.21 -1.46 0.28
C: -3.89 -0.17 0.68
C: -4.73 0.91 0.42
O: -4.25 2.10 0.86
C: -5.08 3.24 0.97
H: -5.36 3.63 -0.01
H: -4.48 3.98 1.50
H: -5.98 3.02 1.54
H: -2.98 0.03 1.21
C: -3.25 -2.59 0.57
N: -1.93 -2.32 0.04
C: -0.85 -2.11 0.83
O: -0.90 -2.25 2.04
C: 0.37 -1.75 0.09
C: 1.52 -1.52 0.75
C: 2.80 -1.16 0.20
C: 3.03 -1.02 -1.17
C: 4.28 -0.68 -1.65
C: 5.35 -0.47 -0.78
C: 5.13 -0.60 0.59
C: 3.88 -0.95 1.06
H: 3.73 -1.05 2.12
H: 5.92 -0.44 1.31
O: 6.52 -0.15 -1.39
C: 7.69 0.14 -0.65
C: 7.90 1.64 -0.45
C: 6.93 2.25 0.56
F: 7.17 1.73 1.82
H: 7.08 3.33 0.64
H: 5.89 2.03 0.32
H: 8.92 1.81 -0.11
H: 7.76 2.15 -1.40
H: 8.52 -0.25 -1.26
H: 7.71 -0.38 0.31
H: 4.46 -0.58 -2.71
H: 2.23 -1.18 -1.88
H: 1.48 -1.62 1.83
H: 0.30 -1.67 -0.98
H: -1.88 -2.11 -0.95
H: -3.11 -2.70 1.65
H: -3.63 -3.53 0.16
H: -5.68 -2.67 -0.71
H: -7.17 -0.81 -1.18
H: -8.62 0.88 -0.61
H: -8.44 2.52 -1.27
H: -7.83 1.12 -2.19

Atom-resolved charges from natural (NBO), all expressed in e: -0.249, -0.511, 0.212, -0.285, -0.218, -0.039, -0.262, 0.337, -0.511, -0.240, 0.184, 0.188, 0.177, 0.232, -0.249, -0.599, 0.636, -0.639, -0.315, -0.094, -0.141, -0.147, -0.285, 0.399, -0.344, -0.136, 0.215, 0.230, -0.517, -0.067, -0.462, 0.051, -0.375, 0.168, 0.172, 0.217, 0.221, 0.196, 0.186, 0.223, 0.208, 0.228, 0.190, 0.391, 0.251, 0.196, 0.208, 0.218, 0.177, 0.199, 0.176

---

(6)
This record from the Open Molecules 2025 dataset describes one molecule with the formula C20H30N2O5S. The level of theory is ωB97M-V/def2-TZVPD.

**E_tot**: -1664.04696 Ha
**SMILES string**: CS[C@@H](C)[C@@H](O)C(=O)NCC1(O)CCN(C(=O)Cc2ccc(CO)cc2)CC1
**Strongest force on any atom**: 0.60 eV Å⁻¹
**Multiplicity**: 1
**HOMO-LUMO gap**: 0.339 Eh
**HOMO**: -8.66 eV
**ΔE to the lowest compared entry with this formula, charge and spin**: 17.1 kcal/mol

Positions of all 58 atoms, in Å:
C: 0.30 3.94 -7.38
S: -0.04 2.82 -6.00
C: 1.62 2.72 -5.26
C: 2.03 4.03 -4.59
C: 1.71 1.50 -4.34
O: 3.04 1.24 -3.99
C: 0.88 1.69 -3.07
O: 1.38 2.20 -2.07
N: -0.40 1.30 -3.12
C: -1.33 1.42 -2.03
C: -1.54 0.11 -1.26
O: -2.05 -0.78 -2.23
C: -0.21 -0.40 -0.69
C: 0.28 0.47 0.48
N: -0.77 0.50 1.49
C: -0.86 -0.39 2.52
O: -1.89 -0.55 3.15
C: 0.42 -1.15 2.88
C: 0.24 -2.16 3.99
C: -0.62 -3.24 3.83
C: -0.76 -4.18 4.84
C: -0.04 -4.06 6.02
C: -0.23 -5.09 7.10
O: 0.67 -4.88 8.17
C: 0.81 -2.98 6.19
C: 0.95 -2.03 5.17
C: -1.98 1.16 1.03
C: -2.56 0.36 -0.14
H: -0.59 4.01 -7.99
H: 0.56 4.94 -7.02
H: 1.11 3.56 -8.00
H: 2.30 2.52 -6.09
H: 2.99 3.94 -4.07
H: 2.15 4.82 -5.33
H: 1.29 4.36 -3.87
H: 1.35 0.62 -4.87
H: 3.38 2.02 -3.53
H: -0.75 0.86 -3.96
H: -0.99 2.22 -1.36
H: -2.28 1.76 -2.43
H: -2.21 -1.64 -1.81
H: -0.33 -1.43 -0.34
H: 0.56 -0.40 -1.46
H: 1.24 0.16 0.88
H: 0.44 1.49 0.14
H: 0.80 -1.68 2.00
H: 1.17 -0.42 3.17
H: -1.20 -3.34 2.92
H: -1.44 -5.02 4.70
H: -1.27 -5.05 7.45
H: -0.06 -6.08 6.66
H: 0.48 -5.52 8.86
H: 1.37 -2.87 7.10
H: 1.62 -1.19 5.32
H: -2.68 1.30 1.85
H: -1.69 2.17 0.71
H: -3.42 0.91 -0.53
H: -2.92 -0.59 0.25

Atom-resolved charges from natural (NBO), all expressed in e: -0.742, 0.178, -0.345, -0.629, 0.004, -0.689, 0.658, -0.656, -0.602, -0.246, 0.238, -0.724, -0.433, -0.229, -0.446, 0.688, -0.630, -0.515, -0.017, -0.178, -0.208, -0.069, -0.072, -0.719, -0.159, -0.209, -0.220, -0.427, 0.237, 0.214, 0.215, 0.224, 0.206, 0.215, 0.225, 0.198, 0.478, 0.413, 0.228, 0.215, 0.472, 0.201, 0.228, 0.223, 0.226, 0.225, 0.232, 0.208, 0.206, 0.171, 0.168, 0.473, 0.223, 0.204, 0.247, 0.190, 0.216, 0.216